# 1
C6H35NO12 | the ωB97M-V functional and the def2-TZVPD basis

Summary:
HOMO   -0.3278 hartree
Kohn-Sham gap   9.1 eV
Charge   0

Last columns: bonded neighbours and bond lengths (Å).
Cartesian coordinates (Å):
1 C 1.42312 1.59150 -2.52964  N2 1.494, H8 1.053, H9 1.009, H10 1.119
2 N 1.16474 0.70196 -1.35696  C1 1.494, C3 1.458, H11 1.058
3 C -0.06736 1.09044 -0.68061  N2 1.458, C7 1.518, H12 1.231, H13 1.076
4 C -0.33324 -1.71794 3.60972  C5 1.368, H14 1.060, H15 1.034
5 C -0.50530 -0.58686 2.85976  C4 1.368, C6 1.502, H16 1.124
6 C -0.56334 -0.46196 1.36430  C5 1.502, C7 1.363, H17 1.089
7 C 0.10759 0.53409 0.72073  C3 1.518, C6 1.363, H18 1.140
8 H 0.53874 1.83127 -3.04843  C1 1.053
9 H 2.15826 1.21666 -3.11087  C1 1.009
10 H 1.71955 2.58943 -2.11885  C1 1.119
11 H 2.11135 0.65308 -0.88792  N2 1.058
12 H -0.83489 0.35240 -1.29862  C3 1.231
13 H -0.29056 2.14203 -0.72826  C3 1.076
14 H -0.23778 -2.69565 3.21074  C4 1.060
15 H -0.35504 -1.71556 4.64330  C4 1.034
16 H -0.42817 0.37398 3.43753  C5 1.124
17 H -1.35291 -1.14385 1.05042  C6 1.089
18 H 0.72375 1.23555 1.37447  C7 1.140
19 H -2.49913 -2.52351 -0.81848  O21 0.978
20 H -3.09267 -1.58065 0.25042  O21 1.031
21 O -2.68152 -2.52035 0.14203  H19 0.978, H20 1.031
22 H -4.86597 -0.19600 0.01107  O24 0.935
23 H -3.51584 0.59341 0.04142  O24 0.954
24 O -3.93671 -0.25543 -0.07146  H22 0.935, H23 0.954
25 H -0.70535 -1.04221 -2.70514  O27 0.884
26 H -0.49312 -2.54898 -2.67946  O27 0.976
27 O -1.05795 -1.79901 -2.41338  H25 0.884, H26 0.976
28 H -0.09979 -2.21078 -0.46753  O30 0.965
29 H -0.74623 -3.40916 0.27200  O30 0.916
30 O -0.05417 -3.15428 -0.27082  H28 0.965, H29 0.916
31 H 1.80854 -1.57001 -2.54862  O33 0.971
32 H 1.52777 -2.96625 -2.89926  O33 0.959
33 O 1.54689 -2.10366 -3.31686  H31 0.971, H32 0.959
34 H 2.31304 -2.66390 1.82024  O36 0.914
35 H 0.97699 -2.46976 0.98465  O36 0.976
36 O 1.86424 -2.13978 1.22065  H34 0.914, H35 0.976
37 H -2.65967 2.90137 -0.40143  O39 0.953
38 H -2.28593 2.37074 0.94296  O39 1.055
39 O -2.84997 2.10755 0.09069  H37 0.953, H38 1.055
40 H -2.25316 4.61054 -0.35182  O42 0.871
41 H -0.77833 4.11186 -0.60978  O42 0.990
42 O -1.71388 4.22035 -0.91335  H40 0.871, H41 0.990
43 H 1.37794 -4.33392 -1.41934  O45 0.990
44 H 2.24441 -3.26212 -0.70047  O45 0.963
45 O 2.26576 -3.89540 -1.42576  H43 0.990, H44 0.963
46 H 1.01893 4.00889 0.74425  O48 0.971
47 H 0.01242 4.75622 1.65026  O48 0.917
48 O 0.29415 4.65364 0.78314  H46 0.971, H47 0.917
49 H 3.52022 0.05987 1.98308  O51 0.969
50 H 1.99330 -0.33478 1.60755  O51 0.907
51 O 2.64753 0.29239 1.63064  H49 0.969, H50 0.907
52 H 3.21786 3.61299 1.83562  O54 0.968
53 H 2.45991 2.36732 1.21735  O54 1.011
54 O 2.33181 3.25275 1.68826  H52 0.968, H53 1.011

=====

# 2
C6H36O12 | the ωB97M-V functional and the def2-TZVPD basis

Summary:
HOMO   -0.3470 hartree
Kohn-Sham gap   9.5 eV
Charge   0

Last columns: bonded neighbours and bond lengths (Å).
Cartesian coordinates (Å):
1 C -1.87044 1.97835 -0.08751  C2 1.539, H7 1.127, H8 1.085, H9 1.127
2 C -1.15917 1.29160 1.09152  C1 1.539, C3 1.525, H10 1.067, H11 1.121
3 C -1.16129 -0.21624 0.86335  C2 1.525, C4 1.502, H12 1.098, H13 1.116
4 C 0.06964 -0.89100 1.39763  C3 1.502, C5 1.345, H14 1.085
5 C 0.07107 -1.60491 2.53807  C4 1.345, C6 1.509, H15 1.101
6 C 1.32316 -1.87995 3.33498  C5 1.509, H16 1.123, H17 1.112, H18 1.074
7 H -1.53538 1.60018 -1.09496  C1 1.127
8 H -1.70562 3.05089 -0.08872  C1 1.085
9 H -2.96991 1.75786 0.02395  C1 1.127
10 H -1.44109 1.72307 2.02528  C2 1.067
11 H -0.13325 1.73266 1.19252  C2 1.121
12 H -1.31221 -0.64259 -0.13702  C3 1.098
13 H -2.02720 -0.70138 1.37248  C3 1.116
14 H 0.88309 -0.66193 0.71759  C4 1.085
15 H -0.88277 -1.64211 3.08588  C5 1.101
16 H 1.37646 -1.08904 4.13028  C6 1.123
17 H 2.27069 -1.60116 2.82490  C6 1.112
18 H 1.36514 -2.94225 3.49021  C6 1.074
19 H 4.37390 0.20666 -1.40066  O21 0.954
20 H 3.34440 -0.90058 -2.13046  O21 0.961
21 O 3.94998 -0.64782 -1.42850  H19 0.954, H20 0.961
22 H -0.88947 -2.23176 -4.35399  O24 0.965
23 H -2.24591 -2.22200 -3.67270  O24 1.024
24 O -1.27852 -1.91767 -3.52818  H22 0.965, H23 1.024
25 H -4.88027 0.28142 -0.60672  O27 0.960
26 H -4.71631 1.10545 -1.96774  O27 0.959
27 O -4.31122 0.49472 -1.34960  H25 0.960, H26 0.959
28 H 2.64151 2.72801 -0.42347  O30 0.983
29 H 3.40400 1.67842 -1.09062  O30 0.965
30 O 2.53863 2.09814 -1.17073  H28 0.983, H29 0.965
31 H -1.09851 -3.24190 0.25311  O33 0.966
32 H -1.93590 -2.80228 -1.06163  O33 0.957
33 O -1.89266 -2.82612 -0.10571  H31 0.966, H32 0.957
34 H 1.04562 1.06666 3.71454  O36 0.964
35 H 1.49022 0.73565 2.32985  O36 0.971
36 O 1.64974 1.38486 3.03433  H34 0.964, H35 0.971
37 H 2.54052 -1.92486 0.77236  O39 0.963
38 H 3.61227 -0.86412 0.24230  O39 1.013
39 O 3.01837 -1.12620 1.01937  H37 0.963, H38 1.013
40 H -4.31591 -1.76645 -1.88566  O42 0.968
41 H -3.12723 -1.02988 -1.88980  O42 0.992
42 O -3.44811 -1.87344 -2.30182  H40 0.968, H41 0.992
43 H -3.08346 1.02607 -3.29212  O45 0.972
44 H -2.26426 -0.16274 -3.64822  O45 1.000
45 O -2.99485 0.40207 -4.03182  H43 0.972, H44 1.000
46 H 3.71953 0.90774 1.71806  O48 0.973
47 H 3.23200 2.22868 2.36843  O48 0.962
48 O 3.73694 1.87665 1.62883  H46 0.973, H47 0.962
49 H 1.95499 -0.57319 -0.76835  O51 0.969
50 H 0.56517 -1.18308 -0.91793  O51 0.963
51 O 1.49305 -1.35517 -1.10750  H49 0.969, H50 0.963
52 H -0.14026 3.31444 1.97903  O54 0.968
53 H 0.51597 4.57159 1.34803  O54 0.964
54 O -0.03503 4.27116 2.08021  H52 0.968, H53 0.964

=====

# 3
C6H37NO12 | the ωB97M-V functional and the def2-TZVPD basis

Summary:
HOMO   -0.2803 hartree
Kohn-Sham gap   7.8 eV
Charge   0

Last columns: bonded neighbours and bond lengths (Å).
Cartesian coordinates (Å):
1 C -1.37417 0.47605 3.16645  C2 1.623, H8 1.100, H9 1.162, H10 1.094
2 C 0.10008 0.93162 2.66269  C1 1.623, C3 1.529, H11 1.023, H12 1.159
3 C 0.40681 0.10274 1.41520  C2 1.529, C6 1.507, H13 1.132, H14 1.199
4 N 0.64738 -0.85000 -1.27433  C5 1.474, H15 1.044, H16 0.935
5 C 0.13562 0.51472 -1.05144  N4 1.474, C6 1.383, C7 1.478
6 C 0.03905 0.98058 0.24732  C3 1.507, C5 1.383, H17 1.095
7 C -0.10768 1.33570 -2.25665  C5 1.478, H18 1.164, H19 1.049, H20 1.124
8 H -2.25597 0.73457 2.56114  C1 1.100
9 H -1.26799 -0.68087 3.16970  C1 1.162
10 H -1.59322 0.93192 4.13642  C1 1.094
11 H 0.41778 1.89237 2.51425  C2 1.023
12 H 0.90694 0.56638 3.41018  C2 1.159
13 H 0.00786 -0.94757 1.55465  C3 1.132
14 H 1.59466 0.15474 1.25712  C3 1.199
15 H 0.49535 -1.20688 -2.24357  N4 1.044
16 H 0.77848 -1.47605 -0.59278  N4 0.935
17 H -0.29925 2.00027 0.45979  C6 1.095
18 H 0.89661 1.36104 -2.84360  C7 1.164
19 H -0.28211 2.37053 -2.26730  C7 1.049
20 H -0.88445 0.76657 -2.83612  C7 1.124
21 H 1.61928 -2.48548 1.73410  O23 0.951
22 H 1.70196 -3.28124 0.37095  O23 1.003
23 O 1.83652 -2.39141 0.81271  H21 0.951, H22 1.003
24 H -0.38214 -3.37693 0.19578  O26 0.983
25 H -0.10942 -3.26970 -1.48294  O26 0.936
26 O 0.09367 -3.60659 -0.63306  H24 0.983, H25 0.936
27 H -2.37517 3.05361 -0.40632  O29 0.961
28 H -2.61460 2.72845 -1.73948  O29 0.885
29 O -2.57906 2.29995 -0.96618  H27 0.961, H28 0.885
30 H -2.51858 0.56613 -0.06107  O32 0.994
31 H -1.78297 -0.92085 0.16409  O32 1.033
32 O -2.67384 -0.40699 0.06671  H30 0.994, H31 1.033
33 H 3.80040 1.37305 0.52818  O35 1.069
34 H 3.52854 1.00105 1.96328  O35 0.896
35 O 3.25663 1.64843 1.40675  H33 1.069, H34 0.896
36 H -1.72061 -2.33373 -2.80314  O38 0.988
37 H -1.41425 -3.64794 -2.81585  O38 0.958
38 O -0.88537 -2.85323 -2.89706  H36 0.988, H37 0.958
39 H 3.72375 -2.05637 -2.45410  O41 0.970
40 H 2.88721 -1.11882 -1.91706  O41 0.968
41 O 3.81435 -1.12544 -2.19613  H39 0.970, H40 0.968
42 H -2.13457 4.21657 1.00147  O44 0.973
43 H -0.50258 4.45439 0.86370  O44 1.066
44 O -1.45087 4.52592 0.38279  H42 0.973, H43 1.066
45 H -3.96533 -1.17590 -2.66636  O47 0.952
46 H -3.01120 -0.57603 -1.64844  O47 0.952
47 O -3.15746 -1.34360 -2.19182  H45 0.952, H46 0.952
48 H -3.46022 -3.29818 0.51901  O50 0.974
49 H -2.82595 -2.75025 1.81981  O50 0.982
50 O -2.59915 -3.12518 0.94069  H48 0.974, H49 0.982
51 H 3.89471 -0.67659 0.33992  O53 0.836
52 H 4.56947 -0.15397 -0.76918  O53 0.921
53 O 4.54248 -0.18294 0.15066  H51 0.836, H52 0.921
54 H 2.20840 3.63667 0.64760  O56 1.026
55 H 0.98949 2.87525 1.39706  O56 1.034
56 O 1.33473 3.81946 1.15378  H54 1.026, H55 1.034

=====

# 4
C6H38O12S2 | the ωB97M-V functional and the def2-TZVPD basis

Summary:
HOMO   -0.3146 hartree
Kohn-Sham gap   8.7 eV
Charge   0

Last columns: bonded neighbours and bond lengths (Å).
Cartesian coordinates (Å):
1 C 1.33156 1.13379 2.88728  C2 1.503, C3 1.527, H9 1.093, H10 1.099
2 C 1.55767 2.45769 2.21153  C1 1.503, H11 1.085, H12 1.098, H13 1.107
3 C 0.53203 0.12756 2.06238  C1 1.527, S4 1.822, H14 1.143, H15 1.100
4 S -0.54713 -0.94936 3.06083  C3 1.822, S5 2.084
5 S -0.13668 -2.98009 2.83241  S4 2.084, C6 1.836
6 C -1.34636 -3.40548 1.51820  S5 1.836, C7 1.519, H16 1.081, H17 1.121
7 C -0.74074 -3.11841 0.15491  C6 1.519, C8 1.538, H18 1.141, H19 1.101
8 C 0.38655 -4.07444 -0.26924  C7 1.538, H20 1.071, H21 1.077, H22 1.094
9 H 0.83069 1.28174 3.84713  C1 1.093
10 H 2.25952 0.68914 3.27348  C1 1.099
11 H 1.40873 3.32639 2.84441  C2 1.085
12 H 0.93322 2.64514 1.32829  C2 1.098
13 H 2.56126 2.60282 1.76862  C2 1.107
14 H 1.17802 -0.60623 1.47064  C3 1.143
15 H -0.19945 0.60917 1.39663  C3 1.100
16 H -2.34236 -2.98707 1.55081  C6 1.081
17 H -1.44063 -4.50733 1.70461  C6 1.121
18 H -1.55726 -3.18913 -0.63855  C7 1.141
19 H -0.50044 -2.04426 0.13602  C7 1.101
20 H 0.00875 -5.04850 -0.50687  C8 1.071
21 H 1.17991 -4.31091 0.41895  C8 1.077
22 H 0.81880 -3.68895 -1.19705  C8 1.094
23 H -2.22958 1.33122 -0.91606  O25 0.973
24 H -2.61727 0.94876 0.56910  O25 0.980
25 O -2.23855 0.60666 -0.26704  H23 0.973, H24 0.980
26 H -1.34555 -1.39580 -2.49232  O28 0.969
27 H -1.43359 -0.16351 -1.64391  O28 0.983
28 O -1.10053 -0.45833 -2.52025  H26 0.969, H27 0.983
29 H 1.70952 -1.67610 -1.74496  O31 0.965
30 H 0.89390 -0.56482 -2.52308  O31 0.967
31 O 1.77154 -0.84198 -2.22574  H29 0.965, H30 0.967
32 H -2.73027 3.36544 -2.47289  O34 0.963
33 H -3.80179 2.51438 -1.69517  O34 0.959
34 O -3.07345 2.47864 -2.31870  H32 0.963, H33 0.959
35 H 2.61370 -2.53702 1.01114  O37 0.969
36 H 3.25050 -1.21828 0.91926  O37 0.987
37 O 2.47195 -1.69748 0.54768  H35 0.969, H36 0.987
38 H 0.52664 1.39113 -4.33022  O40 0.964
39 H -0.80047 1.08733 -3.61904  O40 0.977
40 O -0.24416 1.82229 -3.94303  H38 0.964, H39 0.977
41 H -3.49515 -2.91626 -2.36453  O43 0.971
42 H -3.09311 -1.79900 -1.54153  O43 0.976
43 O -2.71992 -2.64743 -1.84590  H41 0.971, H42 0.976
44 H 0.47616 2.64861 -2.58930  O46 0.991
45 H 1.42439 3.22458 -1.52723  O46 0.968
46 O 0.56770 2.78139 -1.61152  H44 0.991, H45 0.968
47 H 3.97705 0.72963 0.73990  O49 0.982
48 H 4.40821 0.46747 2.26542  O49 0.962
49 O 4.41869 0.11788 1.36878  H47 0.982, H48 0.962
50 H -2.18140 0.96578 2.78303  O52 0.965
51 H -3.38332 1.92234 2.75310  O52 0.959
52 O -2.84999 1.34731 2.20091  H50 0.965, H51 0.959
53 H -1.26617 3.11631 0.09641  O55 0.964
54 H -0.88053 4.42351 -0.50115  O55 0.962
55 O -1.50920 4.04891 0.12335  H53 0.964, H54 0.962
56 H 2.15042 1.28041 -0.67935  O58 0.969
57 H 3.05535 0.19335 -1.06735  O58 0.986
58 O 3.10260 1.13940 -0.79327  H56 0.969, H57 0.986

=====

# 5
C6H39NO13 | the ωB97M-V functional and the def2-TZVPD basis

Summary:
HOMO   -0.3264 hartree
Kohn-Sham gap   8.7 eV
Charge   0

Last columns: bonded neighbours and bond lengths (Å).
Cartesian coordinates (Å):
1 C 0.71195 -1.14068 0.52063  C2 1.507, N7 1.479, H8 1.102, H9 1.084
2 C 1.41014 0.19374 0.46827  C1 1.507, C3 1.531, H10 1.105, H11 1.098
3 C 1.03701 1.22055 1.54100  C2 1.531, C5 1.519, H12 1.088, H13 1.083
4 C 2.06243 2.87047 2.96540  C5 1.331, H14 1.085, H15 1.093
5 C 2.18530 1.65582 2.43515  C3 1.519, C4 1.331, C6 1.505
6 C 3.45988 0.89271 2.67421  C5 1.505, H16 1.084, H17 1.098, H18 1.079
7 N 0.47288 -1.72722 1.85748  C1 1.479, H19 1.012, H20 1.002
8 H -0.34248 -1.12127 0.20026  C1 1.102
9 H 1.06842 -1.93044 -0.13003  C1 1.084
10 H 2.49122 -0.01632 0.38257  C2 1.105
11 H 1.49463 0.63553 -0.53315  C2 1.098
12 H 0.37463 0.66013 2.19792  C3 1.088
13 H 0.43636 2.03181 1.14731  C3 1.083
14 H 1.26383 3.60253 2.90485  C4 1.085
15 H 2.77372 3.30718 3.67058  C4 1.093
16 H 4.17784 1.13371 1.89926  C6 1.084
17 H 3.25157 -0.18328 2.60516  C6 1.098
18 H 3.78026 0.99620 3.69970  C6 1.079
19 H 1.15508 -1.43038 2.54342  N7 1.012
20 H 0.22936 -2.69618 1.93114  N7 1.002
21 H -1.44466 -2.25471 3.34610  O23 0.958
22 H -2.12445 -1.89935 4.72675  O23 0.957
23 O -1.39020 -1.72188 4.13984  H21 0.958, H22 0.957
24 H -2.30827 0.39702 3.49076  O26 0.959
25 H -1.36935 0.02459 2.32626  O26 0.965
26 O -2.01910 0.67457 2.61966  H24 0.959, H25 0.965
27 H 0.92223 -3.05111 -1.80580  O29 0.979
28 H 0.03077 -3.99649 -2.40904  O29 0.969
29 O -0.02551 -3.28936 -1.74892  H27 0.979, H28 0.969
30 H -3.44864 -0.39813 -4.06520  O32 0.955
31 H -2.31776 0.62158 -3.51383  O32 0.961
32 O -3.14863 0.50509 -3.98201  H30 0.955, H31 0.961
33 H 4.13070 -1.30170 -2.07397  O35 0.964
34 H 3.41158 -0.64390 -1.03335  O35 0.969
35 O 4.25276 -1.11469 -1.13594  H33 0.964, H34 0.969
36 H -3.79774 2.17978 -1.15625  O38 0.972
37 H -3.61259 1.66854 -2.57304  O38 0.972
38 O -3.69402 2.49632 -2.06969  H36 0.972, H37 0.972
39 H -2.39446 -2.75031 1.00937  O41 0.954
40 H -1.20511 -3.40827 0.13259  O41 0.960
41 O -1.66237 -3.36166 0.97584  H39 0.954, H40 0.960
42 H 0.91458 3.44576 -3.39848  O44 0.959
43 H 2.34708 3.27954 -2.81940  O44 0.958
44 O 1.72487 2.93744 -3.46276  H42 0.959, H43 0.958
45 H -3.11585 -1.33273 -2.04675  O47 0.957
46 H -1.86622 -1.79718 -1.20674  O47 0.963
47 O -2.82238 -1.68530 -1.20667  H45 0.957, H46 0.963
48 H 3.03366 -2.95579 -0.39989  O50 0.959
49 H 2.19626 -4.27558 0.14174  O50 0.956
50 O 2.35454 -3.61979 -0.53502  H48 0.959, H49 0.956
51 H -0.00436 -0.32210 -3.33490  O53 0.960
52 H 0.14911 1.13879 -2.77930  O53 0.964
53 O -0.08364 0.23078 -2.55369  H51 0.960, H52 0.964
54 H 1.02528 5.24460 -0.85231  O56 0.962
55 H 0.13216 4.03589 -0.58414  O56 0.956
56 O 0.61716 4.48350 -1.27540  H54 0.962, H55 0.956
57 H -2.91546 1.16441 1.09214  O59 0.942
58 H -2.99432 0.10021 0.10605  O59 0.968
59 O -3.34507 0.98743 0.27229  H57 0.942, H58 0.968